The following is a DFT calculation (ωB97M-V with the def2-TZVPD basis set) of a 2-piece molecular cluster, C6H16NO2 overall.

Calculated values
**E_LUMO**: 0.1372 hartree
**Total charge**: -1
**E_HOMO**: -3.2 eV
**HOMO-LUMO gap**: 0.25494 hartree
**Multiplicity**: 1

Last column: natural (NBO) charge in e.
CARTESIAN COORDINATES (ANGSTROEM)
C (-0.29, -1.71, -2.42)  -0.64
C (-1.35, -1.18, -1.43)  -0.22
N (-0.93, -1.18, -0.02)  -0.65
C (-1.95, 1.94, 0.50)  -0.62
C (-1.21, 0.82, 1.29)  -0.38
C (-0.17, 0.01, 0.45)  -0.11
C (0.87, -0.45, 1.47)  -0.05
O (2.18, -0.12, 1.09)  -0.94
H (-0.15, -1.07, -3.27)  0.21
H (-0.73, -2.57, -2.99)  0.18
H (0.61, -2.07, -1.96)  0.23
H (-1.62, -0.14, -1.71)  0.19
H (-2.29, -1.77, -1.43)  0.17
H (-0.46, -2.05, 0.22)  0.36
H (-1.20, 2.45, -0.10)  0.21
H (-2.77, 1.46, -0.05)  0.19
H (-2.51, 2.56, 1.22)  0.19
H (-0.68, 1.37, 2.08)  0.18
H (-1.99, 0.28, 1.85)  0.19
H (0.25, 0.64, -0.36)  0.22
H (0.71, -0.05, 2.49)  0.12
H (1.00, -1.51, 1.68)  0.13
H (2.48, 0.53, -0.11)  0.51
H (2.25, 2.10, 0.00)  0.44
O (2.57, 1.51, -0.70)  -1.09

=====

The following is a DFT calculation (ωB97M-V with the def2-TZVPD basis set) of a 2-piece molecular cluster, C8H11BO2S overall.

Calculated values
**E_LUMO (alpha / beta)**: 0.0064 / -0.0972 hartree
**Expectation value of S²**: 2.0050
**E_HOMO (alpha / beta)**: -5.6 / -8.4 eV
**HOMO-LUMO gap (alpha / beta)**: 0.21130 / 0.21053 hartree
**Multiplicity**: 3

Last column: natural (NBO) charge in e.
CARTESIAN COORDINATES (ANGSTROEM)
B (3.16, -0.45, -0.06)  0.94
C (-3.25, 1.27, 0.05)  -0.22
C (-2.17, 1.29, -0.87)  -0.19
C (-3.45, 0.03, 0.76)  -0.19
C (-1.32, 0.18, -1.02)  -0.23
C (-2.67, -1.07, 0.52)  -0.25
C (-1.57, -1.03, -0.33)  -0.11
C (1.94, 1.49, 1.00)  -0.30
C (2.10, 0.21, 0.94)  -0.35
O (4.06, 0.40, -0.62)  -0.88
O (2.94, -1.75, -0.44)  -0.91
S (-0.48, -2.48, -0.45)  -0.02
H (-3.96, 2.02, 0.08)  0.21
H (-1.86, 2.06, -1.45)  0.21
H (-4.24, -0.20, 1.44)  0.22
H (-0.45, 0.40, -1.55)  0.21
H (-2.68, -1.87, 1.24)  0.22
H (1.21, 1.72, 1.77)  0.16
H (2.38, 2.28, 0.38)  0.18
H (0.73, -2.01, -0.61)  0.16
H (1.51, -0.33, 1.69)  0.19
H (4.58, 0.05, -1.27)  0.48
H (3.50, -2.20, -1.21)  0.50

=====

The following is a DFT calculation (ωB97M-V with the def2-TZVPD basis set) of a 2-piece molecular cluster, C7H12F3N3O2 overall.

Calculated values
**E_LUMO**: 0.0281 hartree
**E_HOMO**: -9.3 eV
**HOMO-LUMO gap**: 0.37104 hartree
**Multiplicity**: 1

Last column: natural (NBO) charge in e.
CARTESIAN COORDINATES (ANGSTROEM)
N (1.02, 0.16, 1.80)  -0.83
C (1.90, 0.13, 0.63)  0.08
C (2.02, -1.23, 0.01)  0.96
F (2.35, -1.37, -1.28)  -0.30
F (2.92, -1.99, 0.69)  -0.33
F (0.80, -1.88, 0.17)  -0.34
C (3.21, 0.91, 0.50)  -0.27
N (2.01, 1.45, -0.13)  0.36
O (1.25, 2.38, 0.21)  -0.58
O (2.18, 1.31, -1.52)  -0.57
H (1.40, -0.17, 2.67)  0.39
H (0.79, 1.10, 1.88)  0.40
H (3.99, 0.35, -0.04)  0.25
H (3.53, 1.53, 1.41)  0.23
H (1.29, 1.02, -1.80)  0.49
C (-3.74, -0.48, -1.22)  -0.61
C (-2.86, -0.95, -0.04)  -0.38
C (-1.80, 0.07, 0.40)  -0.57
C (-0.94, 0.41, -0.66)  0.42
N (-0.24, 0.63, -1.54)  -0.44
H (-3.12, -0.27, -2.06)  0.22
H (-4.71, -1.18, -1.37)  0.23
H (-3.94, 0.53, -0.81)  0.19
H (-3.35, -1.24, 0.90)  0.21
H (-2.44, -1.83, -0.45)  0.21
H (-1.08, -0.36, 1.08)  0.31
H (-2.45, 1.00, 0.53)  0.26

=====

The following is a DFT calculation (ωB97M-V with the def2-TZVPD basis set) of one molecule with the formula C15H20N4O2S.

Calculated values
**E_LUMO**: 0.0164 hartree
**E_HOMO**: -8.0 eV
**HOMO-LUMO gap**: 0.31215 hartree
**Multiplicity**: 1

Last column: natural (NBO) charge in e.
CARTESIAN COORDINATES (ANGSTROEM)
C (-5.95, -1.46, 1.66)  -0.60
C (-5.52, -1.00, 0.28)  -0.39
C (-4.00, -0.87, 0.18)  -0.43
C (-3.56, -0.41, -1.21)  -0.06
O (-2.15, -0.31, -1.33)  -0.51
C (-1.50, 0.76, -0.80)  0.40
C (-2.10, 1.86, -0.19)  -0.35
C (-1.31, 2.89, 0.29)  -0.17
C (0.07, 2.86, 0.18)  -0.28
C (0.67, 1.76, -0.43)  0.18
N (2.05, 1.64, -0.59)  -0.63
C (3.03, 2.46, -0.15)  0.67
O (2.88, 3.49, 0.47)  -0.61
C (4.43, 1.96, -0.53)  -0.60
S (5.02, 0.63, 0.57)  0.29
C (4.27, -0.74, -0.17)  0.18
N (3.40, -0.74, -1.16)  -0.37
N (3.08, -2.02, -1.42)  -0.26
C (3.76, -2.77, -0.61)  0.15
N (4.53, -2.02, 0.22)  -0.36
C (5.42, -2.43, 1.27)  -0.41
C (-0.11, 0.72, -0.91)  -0.33
H (-5.52, -2.44, 1.89)  0.20
H (-7.04, -1.55, 1.71)  0.21
H (-5.63, -0.76, 2.42)  0.20
H (-5.98, -0.03, 0.06)  0.19
H (-5.87, -1.71, -0.47)  0.19
H (-3.53, -1.83, 0.40)  0.20
H (-3.64, -0.15, 0.93)  0.21
H (-4.04, 0.53, -1.48)  0.17
H (-3.84, -1.16, -1.95)  0.19
H (-3.17, 1.93, -0.09)  0.21
H (-1.78, 3.74, 0.76)  0.21
H (0.67, 3.66, 0.56)  0.25
H (2.35, 0.77, -1.05)  0.44
H (4.46, 1.57, -1.55)  0.25
H (5.14, 2.77, -0.40)  0.26
H (3.71, -3.84, -0.58)  0.21
H (5.07, -2.07, 2.23)  0.22
H (5.48, -3.52, 1.28)  0.22
H (6.42, -2.02, 1.09)  0.22
H (0.34, -0.14, -1.39)  0.23

=====

The following is a DFT calculation (ωB97M-V with the def2-TZVPD basis set) of one molecule with the formula C3H3IS.

Calculated values
**E_LUMO**: -0.0003 hartree
**E_HOMO**: -8.8 eV
**HOMO-LUMO gap**: 0.32153 hartree
**Multiplicity**: 1

Last column: natural (NBO) charge in e.
CARTESIAN COORDINATES (ANGSTROEM)
C (1.46, 0.22, 0.02)  -0.76
S (0.69, -1.45, 0.06)  0.27
C (-1.05, -0.87, -0.08)  -0.21
C (-2.06, -0.21, -0.17)  -0.29
I (-3.86, 0.84, 0.07)  0.27
H (0.85, 0.88, -0.76)  0.26
H (2.52, -0.04, -0.29)  0.23
H (1.44, 0.63, 1.16)  0.24

=====

The following is a DFT calculation (ωB97M-V with the def2-TZVPD basis set) of an isolated ion of composition C5H6N and charge +1.

Calculated values
**E_LUMO**: -0.1762 hartree
**Total charge**: +1
**E_HOMO**: -14.8 eV
**HOMO-LUMO gap**: 0.36839 hartree
**Multiplicity**: 1

Last column: natural (NBO) charge in e.
CARTESIAN COORDINATES (ANGSTROEM)
C (-1.28, 0.86, 1.81)  -0.15
C (-1.44, 0.78, 0.60)  -0.08
C (-1.48, 0.48, -0.93)  -0.28
N (-0.15, 0.02, -1.15)  -0.22
C (0.80, -0.51, -0.74)  0.71
C (1.95, -0.91, -0.04)  -0.76
H (-1.17, 1.28, 2.78)  0.27
H (-2.12, -0.41, -1.09)  0.28
H (-1.77, 1.30, -1.61)  0.29
H (2.72, -1.44, -0.66)  0.32
H (1.56, -1.50, 0.78)  0.31
H (2.37, 0.05, 0.25)  0.31

=====

The following is a DFT calculation (ωB97M-V with the def2-TZVPD basis set) of C44H51F6KN8O4P2S2 as an isolated structure.

Calculated values
**E_LUMO**: 0.1197 hartree
**Total charge**: -2
**E_HOMO**: -1.2 eV
**HOMO-LUMO gap**: 0.16400 hartree
**Multiplicity**: 1

Last column: Löwdin charge in e.
CARTESIAN COORDINATES (ANGSTROEM)
K (-18.04, 7.17, 2.70)  0.63
C (-24.51, 9.31, 3.91)  -0.15
C (-23.02, 9.24, 3.92)  -0.56
C (-22.37, 10.64, 3.94)  -0.13
P (-22.16, 8.02, 5.08)  1.10
C (-23.15, 7.77, 6.69)  -0.56
C (-22.90, 9.02, 7.53)  -0.14
C (-24.57, 7.42, 6.47)  -0.16
C (-22.47, 6.39, 4.33)  -0.30
C (-23.50, 5.96, 3.49)  -0.08
C (-23.55, 4.63, 2.96)  -0.29
C (-24.87, 4.22, 2.33)  -0.09
C (-22.40, 3.85, 3.15)  -0.09
C (-21.40, 4.20, 4.01)  -0.05
C (-21.51, 5.37, 4.78)  -0.34
N (-20.78, 5.58, 5.88)  0.01
C (-20.79, 4.76, 6.96)  -0.32
C (-21.96, 4.15, 7.51)  -0.03
C (-21.83, 3.24, 8.55)  -0.06
C (-20.54, 2.90, 9.06)  -0.31
C (-20.33, 1.81, 10.07)  -0.10
C (-19.44, 3.63, 8.63)  -0.10
C (-19.52, 4.57, 7.59)  -0.34
P (-18.09, 5.40, 6.89)  1.12
C (-16.71, 4.12, 7.04)  -0.49
C (-15.40, 4.62, 6.45)  -0.13
C (-17.11, 2.70, 6.42)  -0.27
C (-17.54, 6.52, 8.34)  -0.54
C (-18.69, 7.10, 9.16)  -0.12
C (-16.71, 7.64, 7.73)  -0.16
H (-24.82, 10.18, 3.27)  0.07
H (-24.90, 9.58, 4.92)  0.06
H (-24.98, 8.41, 3.55)  0.05
H (-22.70, 8.80, 2.98)  0.09
H (-22.49, 11.08, 4.93)  0.06
H (-22.81, 11.30, 3.20)  0.05
H (-21.28, 10.57, 3.68)  0.06
H (-22.62, 6.91, 7.13)  0.08
H (-23.33, 9.95, 7.08)  0.07
H (-21.84, 9.25, 7.65)  0.06
H (-23.34, 8.87, 8.51)  0.06
H (-25.27, 8.30, 6.45)  0.07
H (-24.85, 6.84, 7.37)  0.08
H (-24.74, 6.71, 5.65)  0.06
H (-24.30, 6.65, 3.24)  0.07
H (-25.52, 3.73, 3.06)  0.06
H (-24.76, 3.50, 1.50)  0.06
H (-25.44, 5.11, 1.98)  0.07
H (-22.29, 2.94, 2.59)  0.09
H (-20.68, 3.45, 4.34)  0.11
H (-22.87, 4.39, 7.00)  0.09
H (-22.72, 2.81, 8.98)  0.08
H (-20.68, 0.83, 9.73)  0.06
H (-20.81, 2.12, 11.03)  0.07
H (-19.27, 1.72, 10.35)  0.07
H (-18.45, 3.36, 9.04)  0.10
H (-16.53, 3.96, 8.15)  0.10
H (-15.45, 4.97, 5.43)  0.04
H (-14.65, 3.81, 6.40)  0.08
H (-14.99, 5.36, 7.14)  0.06
H (-17.50, 3.63, 4.63)  0.05
H (-17.83, 2.29, 7.11)  0.08
H (-16.25, 2.04, 6.37)  0.10
H (-16.87, 5.93, 8.97)  0.09
H (-19.40, 7.70, 8.58)  0.07
H (-18.26, 7.82, 9.90)  0.07
H (-19.25, 6.33, 9.68)  0.06
H (-17.14, 8.01, 6.76)  0.06
H (-15.63, 7.44, 7.53)  0.06
H (-16.66, 8.46, 8.44)  0.06
C (-19.43, 3.16, 0.00)  -0.01
C (-19.21, 4.09, 1.02)  -0.12
N (-19.20, 5.40, 0.89)  0.10
C (-19.54, 5.90, -0.30)  -0.13
C (-19.90, 5.07, -1.45)  -0.15
C (-19.75, 3.68, -1.27)  -0.01
C (-20.25, 5.62, -2.68)  -0.05
C (-20.31, 6.97, -2.85)  -0.05
C (-20.04, 7.85, -1.76)  -0.14
C (-20.19, 9.25, -1.93)  -0.03
C (-19.99, 10.08, -0.84)  -0.05
C (-19.52, 9.50, 0.38)  -0.09
N (-19.42, 8.18, 0.60)  0.07
C (-19.63, 7.36, -0.44)  -0.13
H (-19.37, 2.13, 0.21)  0.10
H (-19.02, 3.76, 1.99)  0.09
H (-19.79, 2.98, -2.09)  0.11
H (-20.39, 4.91, -3.51)  0.12
H (-20.41, 7.46, -3.81)  0.10
H (-20.40, 9.66, -2.92)  0.11
H (-20.12, 11.15, -0.88)  0.10
H (-19.27, 10.13, 1.23)  0.11
C (-14.63, 10.91, 3.49)  -0.12
C (-15.50, 9.84, 3.11)  -0.25
N (-16.24, 8.97, 2.85)  0.07
H (-15.25, 11.58, 4.20)  0.01
H (-14.20, 11.40, 2.61)  0.07
H (-13.80, 10.52, 4.15)  0.10
F (-16.19, 4.38, -0.61)  0.08
C (-15.56, 5.03, 0.40)  -0.63
F (-14.38, 5.34, -0.06)  0.11
F (-16.20, 6.23, 0.55)  0.03
S (-15.68, 3.99, 2.23)  0.91
O (-16.67, 4.75, 3.09)  -0.57
O (-17.73, 2.82, 5.16)  -0.11
N (-14.21, 3.97, 2.92)  -0.42
S (-13.15, 2.93, 2.32)  0.55
O (-12.57, 2.24, 3.43)  -0.31
O (-13.56, 2.20, 1.13)  -0.33
C (-11.63, 3.95, 1.79)  -0.60
F (-11.93, 4.67, 0.65)  0.07
F (-10.62, 3.09, 1.52)  0.11
F (-11.24, 4.79, 2.77)  0.12
N (-19.46, 8.72, 4.37)  0.00
C (-18.86, 9.49, 5.05)  -0.40
N (-18.48, 10.47, 5.84)  0.05
C (-17.36, 11.08, 5.64)  -0.39
N (-16.38, 11.73, 5.43)  0.04

=====

The following is a DFT calculation (ωB97M-V with the def2-TZVPD basis set) of a 2-piece molecular cluster, C6H9O3P overall.

Calculated values
**E_LUMO**: 0.0018 hartree
**E_HOMO**: -8.9 eV
**HOMO-LUMO gap**: 0.32856 hartree
**Multiplicity**: 1

Last column: natural (NBO) charge in e.
CARTESIAN COORDINATES (ANGSTROEM)
C (1.10, -0.35, 1.54)  0.38
C (0.58, 1.44, -0.44)  0.77
C (-0.27, -1.04, -0.63)  0.57
C (-0.57, 2.06, -0.96)  -0.83
C (0.75, -2.02, -1.06)  -0.71
C (-0.13, -0.31, 0.67)  -0.62
O (2.22, -0.57, 1.11)  -0.54
O (1.77, 1.56, -0.47)  -0.43
O (-1.32, -0.75, -1.22)  -0.60
P (-1.72, 0.30, 1.23)  0.33
H (0.96, -0.27, 2.71)  0.13
H (-1.13, 1.29, -1.52)  0.33
H (-1.34, 2.19, -0.17)  0.29
H (-0.38, 2.86, -1.60)  0.26
H (0.85, -2.88, -0.55)  0.24
H (0.48, -2.25, -2.02)  0.23
H (1.67, -1.59, -1.04)  0.26
H (-1.38, 1.06, 2.29)  -0.04
H (-2.14, -0.75, 2.14)  -0.01

=====

ΔE to the lowest compared entry with this formula, charge and spin / kcal/mol: 46.2 0.0 43.3 12.2 15.5 83.5 35.7 99.1
Max |F| / eV Å⁻¹: 3.5 12.4 3.5 1.2 3.2 4.6 4.2 4.3